[1]
ORCA calculation (ωB97M-V/def2-TZVPD) on a 13-piece molecular cluster, H28NO12 overall.

Element x y z (Å)
N: 0.240 0.438 0.092
H: 0.680 0.796 0.951
H: 0.573 -0.390 -0.312
H: 0.017 1.028 -0.570
H: -0.650 -0.015 0.438
O: -2.950 -0.476 -0.856
H: -3.675 -0.136 -0.436
H: -2.795 0.296 -1.526
O: -0.039 -0.618 -2.958
H: -0.170 -1.500 -3.441
H: 0.637 -0.108 -3.397
O: 1.975 2.558 3.635
H: 1.328 2.492 2.915
H: 1.834 3.367 4.104
O: -2.264 -2.043 1.926
H: -2.233 -2.602 1.129
H: -3.091 -1.512 1.604
O: 0.039 -0.934 2.702
H: -0.856 -1.402 2.630
H: 0.095 -0.784 3.602
O: -1.590 1.956 -2.303
H: -1.465 2.019 -3.231
H: -1.666 2.829 -2.207
O: 0.827 3.499 0.000
H: 0.257 4.315 -0.211
H: 1.262 3.385 -0.704
O: 1.265 -3.049 -0.816
H: 1.333 -2.920 0.228
H: 0.359 -3.058 -1.287
O: -0.759 2.056 2.412
H: -1.478 2.653 2.260
H: -1.052 1.326 2.967
O: 3.253 -0.544 0.445
H: 3.585 -1.278 -0.124
H: 3.741 0.253 0.181
O: 2.812 -1.089 -2.477
H: 2.436 -1.787 -1.775
H: 3.219 -0.322 -2.024
O: -1.585 -2.997 -0.874
H: -1.489 -3.553 -1.620
H: -1.966 -2.164 -1.060

## Properties
**Energy above the lowest of the compared OMol25 structures with the same formula, charge and spin**: 2.570 eV
**Net charge**: +1
**Gap between HOMO and LUMO**: 10.2 eV
**HOMO level**: -13.357 eV

Atom charges from the Löwdin analysis, given in e for atoms 1 to 2: 0.357, 0.120



[2]
ORCA calculation (ωB97M-V/def2-TZVPD) on a 13-piece molecular cluster, H28O14 overall.

Element x y z (Å)
H: 0.418 -0.026 -0.740
H: 0.569 -0.204 0.690
H: 0.262 -1.920 0.377
H: 1.116 -3.253 0.550
H: -2.860 -2.508 -3.291
H: -3.607 -1.054 -3.179
H: -3.546 2.938 -2.235
H: -3.737 1.561 -1.608
H: 1.201 -4.005 -1.958
H: 0.267 -4.974 -2.606
H: -0.179 1.559 -0.600
H: 0.349 2.666 -1.395
H: 0.829 -0.497 4.672
H: -0.008 -0.241 5.872
H: 2.487 -1.873 1.805
H: 2.116 -0.399 1.571
H: 1.528 1.361 5.583
H: 0.535 1.511 4.472
H: 0.943 2.958 0.918
H: 1.388 1.894 1.957
H: -1.503 -1.412 3.877
H: -1.950 -0.063 3.333
H: 2.242 2.770 -3.397
H: 1.145 1.830 -3.197
H: -0.355 2.726 -4.177
H: -0.316 4.177 -4.294
H: -0.017 -2.273 -1.671
H: -0.966 -3.339 -1.052
O: 0.952 -0.430 -0.075
O: 1.027 -2.372 0.042
O: -2.736 -1.558 -3.233
O: -3.076 2.173 -1.973
O: 0.505 -4.074 -2.712
O: 0.444 2.345 -0.493
O: 0.477 -0.919 5.361
O: 1.657 -1.252 1.735
O: 0.934 1.917 5.242
O: 1.551 2.815 1.636
O: -1.861 -0.989 3.129
O: 1.939 2.031 -2.754
O: 0.252 3.471 -4.354
O: -0.416 -3.066 -1.829

## Properties
**Energy above the lowest of the compared OMol25 structures with the same formula, charge and spin**: 13.968 eV
**Gap between HOMO and LUMO**: 5.9 eV
**HOMO level**: -6.080 eV

Atom charges from the Löwdin analysis, given in e for atoms 1 to 2: 0.054, -0.018



[3]
ORCA calculation (ωB97M-V/def2-TZVPD) on a 14-piece molecular cluster, H28O14 overall.

Element x y z (Å)
H: 0.338 -1.277 -0.491
H: -0.033 -0.400 0.512
H: -1.476 -2.818 1.561
H: -1.646 -1.280 1.251
H: 2.707 -2.923 0.084
H: 2.122 -4.161 -0.557
H: 1.302 1.225 -2.929
H: 0.441 2.035 -1.828
H: 0.827 1.938 2.946
H: 0.612 0.658 3.697
H: -4.557 0.718 -0.025
H: -3.835 -0.625 0.279
H: -1.627 2.707 -0.961
H: -2.750 3.796 -0.553
H: 2.731 1.325 -2.168
H: 2.393 1.724 -0.846
H: 5.858 -0.346 -1.017
H: 4.498 -0.566 -0.582
H: -2.463 2.081 1.062
H: -2.436 3.061 2.318
H: 1.804 3.592 -0.147
H: 1.773 4.993 0.184
H: -4.331 -1.774 -2.348
H: -2.843 -2.075 -2.828
H: 3.376 -0.807 1.964
H: 3.499 -2.230 1.816
H: -3.357 -4.280 0.317
H: -2.972 -4.366 -1.113
O: -0.487 -1.037 -0.102
O: -1.280 -1.940 1.880
O: 2.048 -3.208 -0.629
O: 0.838 2.099 -2.666
O: 0.191 1.219 3.111
O: -3.922 0.237 0.505
O: -2.497 2.793 -0.567
O: 2.610 0.889 -1.357
O: 5.313 -1.040 -0.730
O: -1.962 2.828 1.555
O: 1.326 4.414 -0.365
O: -3.422 -1.836 -2.034
O: 4.021 -1.519 2.086
O: -2.731 -3.825 -0.285

## Properties
**Energy above the lowest of the compared OMol25 structures with the same formula, charge and spin**: 6.196 eV
**Gap between HOMO and LUMO**: 9.0 eV
**HOMO level**: -9.252 eV

Atom charges from the Löwdin analysis, given in e for atoms 1 to 2: 0.006, 0.069



[4]
ORCA calculation (ωB97M-V/def2-TZVPD) on a 14-piece molecular cluster, H28O14 overall.

Element x y z (Å)
O: 2.408 -0.748 -3.123
H: 2.243 -1.563 -2.621
H: 1.706 -0.783 -3.782
O: -3.283 0.055 1.913
H: -4.109 0.242 1.474
H: -2.631 -0.022 1.208
O: 0.913 -0.741 1.328
H: 1.811 -1.077 1.235
H: 0.442 -1.287 1.981
O: 0.169 4.745 0.671
H: 0.173 3.858 1.064
H: -0.157 4.546 -0.215
O: -2.713 -0.511 -3.341
H: -3.343 -0.788 -4.009
H: -1.882 -0.268 -3.750
O: -0.928 -2.683 -0.231
H: -1.605 -2.237 -0.750
H: -0.266 -2.021 -0.010
O: 4.326 -0.856 -0.429
H: 4.644 -0.919 -1.334
H: 4.857 -0.181 0.001
O: -0.660 0.006 -0.992
H: -0.269 0.819 -1.346
H: -0.411 0.064 -0.060
O: -1.096 -2.148 3.604
H: -1.725 -2.088 2.874
H: -0.946 -3.094 3.717
O: 1.168 2.024 2.170
H: 1.180 1.082 1.963
H: 1.548 2.200 3.031
O: -1.647 2.742 -1.420
H: -2.349 3.272 -1.034
H: -1.854 1.817 -1.232
O: 2.133 1.354 -1.222
H: 2.389 0.709 -1.895
H: 2.461 1.115 -0.355
O: -1.445 0.662 3.671
H: -2.398 0.556 3.552
H: -1.457 1.452 4.222
O: 0.953 -3.220 -2.517
H: 0.172 -2.710 -2.278
H: 1.478 -3.376 -1.730

## Properties
**Energy above the lowest of the compared OMol25 structures with the same formula, charge and spin**: 1.587 eV
**Gap between HOMO and LUMO**: 10.4 eV
**HOMO level**: -10.416 eV

Atom charges from the Löwdin analysis, given in e for atoms 1 to 2: -0.057, 0.019



[5]
ORCA calculation (ωB97M-V/def2-TZVPD) on a 14-piece molecular cluster, H28O14 overall.

Element x y z (Å)
O: -2.799 -1.349 -0.796
H: -3.088 -0.717 -1.440
H: -2.612 -0.707 -0.112
O: -0.004 -1.507 -1.559
H: -0.941 -1.664 -1.459
H: 0.084 -1.359 -2.501
O: 0.764 -0.762 3.232
H: 1.588 -1.033 3.567
H: 0.918 0.166 2.976
O: -2.196 1.163 -2.188
H: -1.287 0.970 -2.178
H: -2.464 1.908 -1.631
O: 2.829 -0.092 -2.328
H: 1.999 0.365 -2.303
H: 2.708 -0.881 -2.878
O: 0.678 -3.161 1.363
H: -0.164 -3.248 0.926
H: 0.658 -2.428 1.963
O: 0.009 0.334 0.420
H: 0.063 -0.278 -0.328
H: -0.660 -0.103 0.935
O: 0.535 1.276 -2.542
H: 0.889 1.806 -3.255
H: 0.375 1.973 -1.883
O: 1.576 -3.694 -1.456
H: 2.498 -3.459 -1.645
H: 1.020 -2.894 -1.384
O: 2.591 -0.523 0.280
H: 2.597 -0.488 -0.709
H: 1.826 -0.015 0.473
O: -3.035 1.271 1.154
H: -2.217 1.678 1.396
H: -3.625 1.497 1.872
O: 2.053 2.904 0.331
H: 1.852 2.484 1.176
H: 2.473 3.748 0.460
O: -1.645 -1.134 2.039
H: -0.984 -0.995 2.709
H: -2.377 -0.590 2.357
O: -0.884 3.267 1.273
H: -0.225 2.693 1.641
H: -1.375 3.579 2.028

## Properties
**Energy above the lowest of the compared OMol25 structures with the same formula, charge and spin**: 1.885 eV
**Gap between HOMO and LUMO**: 9.1 eV
**HOMO level**: -9.626 eV

Atom charges from the Löwdin analysis, given in e for atoms 1 to 2: -0.034, 0.016



[6]
ORCA calculation (ωB97M-V/def2-TZVPD) on a 15-piece molecular cluster, H29O15 overall.

Element x y z (Å)
O: -0.425 -2.543 -4.626
H: 0.536 -2.599 -4.794
H: -2.018 1.918 -0.310
O: 0.198 2.242 4.946
H: 0.665 2.962 4.686
H: 0.128 1.658 4.061
O: -2.670 2.781 -0.162
H: 2.214 1.885 -4.490
H: -1.771 0.965 -1.707
O: -1.257 0.122 3.274
H: -1.384 -0.510 2.423
H: -1.952 -0.264 3.797
O: 0.794 4.219 -1.135
H: 0.007 4.681 -0.885
H: -2.798 -0.201 -0.598
O: -1.154 -1.531 1.214
H: 0.502 -2.307 -1.380
H: -1.843 -2.137 0.984
O: 2.856 1.550 -3.782
H: 0.413 3.377 -1.379
H: 3.622 1.159 -4.169
O: 1.348 -0.029 1.914
H: 0.587 -0.409 2.366
H: -0.463 -2.039 -3.885
O: 4.024 -1.281 -0.721
H: 3.309 -0.622 -0.981
H: 4.742 -0.751 -0.246
O: 0.247 -1.770 -2.169
H: -0.096 -1.008 -1.732
O: 2.360 -1.275 4.867
H: 2.787 -1.858 4.241
H: 2.341 -0.496 4.200
O: 2.095 -2.123 -4.157
H: 2.341 -2.905 -3.723
H: 2.174 -1.202 -3.641
O: -3.242 -1.163 -0.675
H: -3.352 -1.000 -1.603
H: 0.992 0.269 1.061
O: -1.400 0.485 -0.877
H: -1.277 -1.103 0.180
H: -3.248 2.545 0.499
O: -3.841 -0.129 3.170
H: -3.572 0.769 3.616
H: -3.521 -0.328 2.327

## Properties
**Energy above the lowest of the compared OMol25 structures with the same formula, charge and spin**: 3.379 eV
**Net charge**: -1
**Gap between HOMO and LUMO**: 8.9 eV
**HOMO level**: -6.649 eV

Atom charges from the Löwdin analysis, given in e for atoms 1 to 2: -0.069, -0.006



[7]
ORCA calculation (ωB97M-V/def2-TZVPD) on a 15-piece molecular cluster, H29O15 overall.

Element x y z (Å)
O: 1.180 -1.601 -3.102
H: -3.825 -1.670 1.374
H: 0.642 0.670 -2.686
O: 2.410 -3.301 1.413
H: 1.745 -2.812 0.870
H: -0.924 1.680 2.256
O: 0.089 0.762 -3.449
H: -0.123 0.300 2.102
H: -1.757 3.856 1.228
O: -1.901 -0.675 -1.068
H: 0.573 3.384 -2.858
H: -1.473 -1.454 -0.533
O: -1.021 -1.959 0.761
H: -1.686 -1.416 1.171
H: 1.144 -3.033 -1.587
O: 2.086 -0.284 -1.284
H: 2.680 -3.952 0.706
H: 1.716 -0.883 -0.708
O: -0.603 2.322 -0.840
H: -0.061 -1.315 0.831
H: 1.091 -0.645 -2.839
O: -4.391 -2.168 1.967
H: -0.867 1.975 0.012
H: 0.324 -1.891 -3.445
O: 0.752 -0.185 1.040
H: 0.145 -2.204 -1.080
H: 0.522 1.324 -4.087
O: 1.531 3.531 -3.069
H: -1.266 -0.573 -1.784
O: -1.328 -0.130 4.726
H: -0.552 -0.525 5.090
H: 1.841 3.912 -2.230
O: 2.938 1.531 0.266
H: 2.744 2.200 -0.379
H: 2.180 1.334 0.871
O: 0.952 -2.619 -0.715
H: -0.191 1.504 -1.277
H: -4.315 -3.101 1.705
O: -2.718 3.840 1.235
H: 2.569 0.309 -0.602
H: -1.040 0.287 3.856
O: -0.365 1.112 2.793
H: -2.912 3.312 2.013
H: 1.463 -0.747 1.335

## Properties
**Energy above the lowest of the compared OMol25 structures with the same formula, charge and spin**: 2.654 eV
**Net charge**: -1
**Gap between HOMO and LUMO**: 9.4 eV
**HOMO level**: -6.928 eV

Atom charges from the Löwdin analysis, given in e for atoms 1 to 2: -0.105, 0.013



[8]
ORCA calculation (ωB97M-V/def2-TZVPD) on a 15-piece molecular cluster, H29O15 overall.

Element x y z (Å)
O: 2.279 -0.078 -1.212
H: 1.555 -0.769 -1.204
H: -1.014 -0.388 -1.579
O: -0.102 -1.779 1.904
H: 0.260 -1.080 1.712
H: -0.250 -2.389 1.244
O: -0.939 0.434 -1.790
H: 1.677 1.200 1.303
H: -0.196 1.678 0.817
O: -3.183 -0.230 0.944
H: -2.442 3.535 2.196
H: -2.164 -0.327 1.213
O: 3.373 -1.171 2.007
H: 3.981 -0.948 1.326
H: 2.674 3.175 0.605
O: 0.445 1.886 -4.239
H: -2.091 1.532 -1.181
H: -0.112 1.872 -5.113
O: 2.208 1.216 2.232
H: 4.036 -1.580 2.533
H: 2.365 0.337 2.255
O: 0.724 -2.641 4.321
H: 0.133 -2.025 4.748
H: 2.515 -0.323 -0.260
O: -2.853 2.726 2.402
H: -3.736 2.900 2.761
H: -0.466 0.775 -0.794
O: -2.378 2.534 -0.867
H: -3.284 0.755 0.510
O: -3.892 -2.120 -1.474
H: -3.467 -2.007 -0.680
H: -2.542 2.387 0.007
O: -0.616 -0.796 -3.965
H: 0.254 -1.006 -3.541
H: -1.332 -0.482 -3.333
O: 3.070 4.073 0.184
H: 3.330 3.643 -0.561
H: 1.094 -2.295 3.486
O: 0.037 0.831 0.531
H: -0.103 1.381 -3.702
H: -4.819 -2.073 -1.173
O: 1.961 -3.777 -1.500
H: 2.098 -4.212 -0.819
H: 1.912 -4.373 -2.256

## Properties
**Energy above the lowest of the compared OMol25 structures with the same formula, charge and spin**: 5.965 eV
**Net charge**: -1
**Gap between HOMO and LUMO**: 8.3 eV
**HOMO level**: -6.075 eV

Atom charges from the Löwdin analysis, given in e for atoms 1 to 2: -0.095, 0.039



[9]
ORCA calculation (ωB97M-V/def2-TZVPD) on a 2-piece molecular cluster, H2INO2S overall.

Element x y z (Å)
N: -0.297 -0.190 0.026
O: -2.605 1.954 -0.928
O: 1.023 0.235 0.114
S: -2.685 1.322 0.372
I: -4.311 -0.450 0.041
H: 1.542 0.079 -0.750
H: -0.601 -0.283 1.017

## Properties
**Energy above the lowest of the compared OMol25 structures with the same formula, charge and spin**: 3.283 eV
**Gap between HOMO and LUMO (spin up / spin down)**: 8.1 / 8.2 eV
**HOMO level (spin up / spin down)**: -8.917 / -9.615 eV

Atom charges from the Löwdin analysis, given in e for atoms 1 to 2: -0.038, -0.664



[10]
ORCA calculation (ωB97M-V/def2-TZVPD) on H2LiO as an isolated structure.

Element x y z (Å)
O: 1.785 0.547 -0.704
H: 2.102 0.744 -1.615
H: 2.603 0.347 -0.196
Li: -0.896 -0.271 0.351

## Properties
**Energy above the lowest of the compared OMol25 structures with the same formula, charge and spin**: 0.802 eV
**Net charge**: +1
**Gap between HOMO and LUMO**: 10.7 eV
**HOMO level**: -16.166 eV

Atom charges from the Löwdin analysis, given in e for atoms 1 to 2: -0.099, 0.068



| no. | F_max (eV/A) | total energy (a.u.) |
| --- | --- | --- |
| 1 | 11.0 | -974.121011 |
| 2 | 15.2 | -1069.687666 |
| 3 | 4.9 | -1069.973255 |
| 4 | 1.0 | -1070.142667 |
| 5 | 3.0 | -1070.131690 |
| 6 | 6.0 | -1145.948316 |
| 7 | 4.6 | -1145.974927 |
| 8 | 13.9 | -1145.853281 |
| 9 | 2.5 | -902.170205 |
| 10 | 1.0 | -83.734487 |